No. 1
C4H11O3 | ωB97M-V with the def2-TZVPD basis set

The calculation puts the HOMO-LUMO gap at 4.6 eV. The electronic energy is -10462.38098 eV. Its net charge is -1. Its HOMO energy is -3.908 eV. For the LUMO energy, the calculation gives 0.6 eV. For the molar mass, the calculation gives 107.1 Da.

Geometry as XYZ:
```
18
Properties=species:S:1:pos:R:3:forces:R:3:nbo_charge:R:1
H -2.10039 -0.39616 1.75241 -0.188 -0.226 0.540 0.106
C 0.46599 1.53787 -0.34089 -0.493 -0.009 0.748 -0.207
H -0.77894 0.05440 -1.84285 0.060 -0.056 0.055 0.437
O -1.58419 -0.35794 -2.15156 -0.072 0.043 -0.859 -1.009
H -1.80769 0.51128 0.41029 -0.189 0.372 -1.061 0.096
H 1.41198 -0.57632 -1.00263 -1.144 2.131 2.437 0.306
H 1.95412 0.22183 0.41715 1.135 0.899 0.173 0.376
H 0.21334 -1.51003 1.13393 0.153 0.203 -0.012 0.240
C -1.56867 -0.48475 0.79165 -1.854 -0.841 0.965 -0.034
H 0.03564 -0.16677 2.21976 0.057 0.237 -0.106 0.220
H 3.88908 0.35210 -0.16172 0.303 -0.093 -0.115 0.397
O -2.00744 -1.59131 0.11318 0.693 0.944 -0.324 -0.922
H 1.21950 2.00958 -0.94276 0.077 0.057 -0.348 0.227
C 0.77902 0.38193 0.31405 0.769 -2.283 -2.594 -0.316
O 3.67822 1.00480 0.51282 -1.369 -0.507 -0.070 -1.134
C -0.10963 -0.46314 1.17365 1.171 -0.508 0.040 -0.513
H -1.81616 -1.01989 -1.43432 -0.014 0.060 0.693 0.511
H -0.49389 2.06450 -0.13006 0.905 -0.421 -0.163 0.218
```
Positions in Å, forces in eV/Å.

No. 2
H4O2P2 | ωB97M-V with the def2-TZVPD basis set

The calculation puts the HOMO-LUMO gap (spin up / spin down) at 8.6 / 8.6 eV. The electronic energy is -22735.33369 eV. Its net charge is 0. Its HOMO energy (spin up / spin down) is -9.202 / -9.203 eV. For the LUMO energy (spin up / spin down), the calculation gives -0.6 / -0.6 eV. For the molar mass, the calculation gives 98.0 Da.

Geometry as XYZ:
```
8
Properties=species:S:1:pos:R:3:forces:R:3:nbo_charge:R:1
P 0.20024 -0.44527 -0.56026 2.591 2.200 0.646 1.020
H -2.38395 -0.52171 -0.69898 -0.040 -0.159 -0.108 -0.006
H 1.30462 -1.96947 0.59697 0.116 -0.039 -0.209 0.512
P -1.66482 0.31184 0.18686 -0.424 0.235 0.769 0.008
H -1.63551 1.35643 -0.73795 0.055 0.327 -0.293 0.015
O 1.39843 1.52663 0.23312 -2.420 -2.239 -0.996 -1.000
O 0.48583 -1.46871 0.65667 -0.324 0.032 0.259 -0.986
H 2.29516 1.21027 0.32358 0.446 -0.358 -0.067 0.437
```
Positions in Å, forces in eV/Å.

No. 3
C18H27N2O4P2S2Tc | ωB97M-V with the def2-TZVPD basis set

The calculation puts the HOMO-LUMO gap (spin up / spin down) at 5.9 / 3.9 eV. The electronic energy is -72688.91824 eV. Its net charge is +3. The expectation value of S² is 3.80. Its HOMO energy (spin up / spin down) is -17.625 / -17.770 eV. For the LUMO energy (spin up / spin down), the calculation gives -11.8 / -13.9 eV. For the molar mass, the calculation gives 559.5 Da. Its spin multiplicity is 4.

Geometry as XYZ:
```
56
Properties=species:S:1:pos:R:3:forces:R:3:nbo_charge:R:1
H -1.73778 1.28243 3.02606 -0.043 0.141 0.228 0.273
C 1.02277 2.10882 -2.07012 0.856 -1.367 -1.062 0.377
C 1.93234 2.21278 2.65454 0.339 -0.260 -0.290 -0.944
H 3.76990 0.67848 -0.55268 0.642 -1.108 0.981 0.505
H -0.82064 2.56848 3.87986 0.220 -0.060 -0.304 0.297
H 1.95412 3.29005 2.88608 -0.040 -0.482 -0.012 0.270
H 4.63743 0.98055 -2.01676 0.690 -0.585 0.519 0.520
H -2.94381 -6.60724 1.55585 -0.014 0.735 -0.113 0.271
C -4.26289 -5.09253 0.73914 0.195 0.606 0.048 -0.080
H 1.26412 5.44764 -2.81241 -0.238 -0.148 0.076 0.294
H 1.65992 0.67737 -3.54724 0.208 0.044 -0.135 0.299
O 3.23502 0.11899 0.65612 -4.004 1.214 -0.743 -1.028
H -1.24241 3.44970 1.24480 -0.022 0.096 -0.220 0.319
C -2.02775 -4.63489 1.57130 0.285 0.094 0.179 -0.085
S 0.43956 -1.99613 1.60918 0.060 0.226 0.124 0.121
H 2.79992 -1.52218 -0.73489 -0.092 -0.320 -0.421 0.284
C -3.06335 -5.53692 1.31839 -0.011 -0.031 -0.019 -0.181
H 2.08816 1.63232 3.57131 -0.112 0.114 -0.120 0.283
H -0.01545 -1.31409 -3.75728 0.079 0.034 0.254 0.286
P 0.33638 1.73468 1.88314 2.148 3.563 3.053 1.127
S -3.31441 -1.16566 0.13091 -0.906 1.135 1.324 2.259
C 1.67665 0.83149 -2.46895 -5.862 0.514 -0.783 -0.781
C -0.74397 1.61318 3.34639 -0.632 -1.038 -0.379 -0.919
H 0.36971 5.52274 -0.44485 0.166 -0.747 -0.448 0.287
P 0.79606 -0.54506 -1.58732 1.931 -1.593 -2.994 1.256
N 0.36895 2.15499 -0.90983 0.090 -0.056 1.557 -0.529
C -0.42154 -1.26529 -2.73905 -0.737 0.326 0.278 -0.951
C 1.00212 4.53753 -2.27548 0.428 -0.365 -0.458 -0.134
O 3.97610 1.17989 -1.35506 -0.138 2.266 -2.118 -0.925
C -2.19046 -3.26854 1.25946 -0.022 -0.863 -0.318 -0.208
C -3.38254 -2.84813 0.64733 -1.055 -1.065 -0.293 -0.202
C -4.43326 -3.73171 0.38236 0.708 0.196 0.524 -0.185
H 1.72558 3.16070 -3.81133 0.023 0.121 -0.177 0.273
C 0.53257 4.56374 -0.97995 0.168 1.712 -0.368 -0.111
H -0.67696 -2.28038 -2.39977 0.202 0.271 -0.033 0.282
O -4.13531 -0.28604 0.94995 1.466 -1.320 -1.194 -0.839
C 0.25242 3.36781 -0.31363 -0.862 -1.325 1.087 0.396
O -3.30249 -1.03172 -1.29257 0.213 -0.035 0.282 -0.881
C 1.26531 3.27790 -2.84344 -0.010 1.077 0.469 -0.028
H -5.35248 -3.36960 -0.06261 0.045 -0.135 -0.060 0.269
H 1.59598 -2.76651 -1.18150 0.119 0.020 -0.082 0.275
H 1.98093 0.32018 0.85013 4.282 -1.215 0.377 0.403
H -1.35983 -0.69185 -2.73143 0.277 -0.114 -0.136 0.290
H 2.74855 1.94297 1.97060 -0.121 0.397 0.247 0.275
Tc -0.00646 0.16348 0.36715 -2.863 -2.311 0.676 0.337
H 3.93675 -0.27711 1.16659 -0.386 -0.571 1.480 0.539
H 0.30312 4.18531 1.69920 -0.199 -0.123 -0.286 0.299
H -1.07282 -4.97308 1.98559 -0.408 0.039 -0.060 0.253
C -0.15307 3.36103 1.13216 0.001 -0.318 -0.564 -0.790
H -0.33628 0.84278 4.00960 -0.025 0.162 -0.073 0.286
H -5.07423 -5.79788 0.55106 0.261 0.210 0.029 0.268
N -1.65960 -1.06004 0.69950 -0.363 0.668 -0.971 -0.867
C 2.07424 -1.83709 -1.49729 -0.092 0.268 0.612 -0.957
C -1.22047 -2.21509 1.24619 0.131 1.018 -0.475 0.219
H 2.66392 0.87110 -2.12533 3.106 0.247 1.204 0.354
H 2.54165 -1.96436 -2.47916 -0.086 0.040 0.103 0.280
```
Positions in Å, forces in eV/Å.

- The highest net charge belongs to which entry?
  C18H27N2O4P2S2Tc

- Among the records above, which one has the lowest electronic energy?
  C18H27N2O4P2S2Tc